No. 1
{
  "formula": "C23H26BClF4N4O2RuS3",
  "method": "ωB97M-V/def2-TZVPD",
  "species": ["Ru", "O", "C", "O", "C", "C", "C", "C", "C", "C", "S", "H", "H", "H", "H", "F", "B", "F", "F", "F", "S", "C", "N", "C", "C", "C", "N", "H", "H", "H", "H", "Cl", "C", "C", "C", "C", "C", "C", "C", "H", "H", "H", "H", "H", "H", "C", "C", "N", "C", "S", "N", "C", "C", "H", "H", "H", "H", "H", "H", "H", "H", "H", "H", "H", "H"],
  "xyz": [[0.27129, 0.71285, 0.98603], [4.25050, -0.14603, 0.33032], [3.07060, -0.26867, 0.62372], [2.32602, 0.74933, 0.94508], [2.47064, -1.65919, 0.63107], [3.18431, -2.66554, 1.26948], [2.72388, -3.97297, 1.27716], [1.55101, -4.28998, 0.60637], [0.84050, -3.29544, -0.04874], [1.28082, -1.97237, -0.03409], [0.35918, -0.69871, -0.85069], [4.11419, -2.40480, 1.75761], [3.28326, -4.74203, 1.79339], [1.19212, -5.31205, 0.58855], [-0.06530, -3.53836, -0.59522], [0.47616, 1.69686, 2.99624], [0.48483, 0.49373, 3.78527], [0.65337, -0.56937, 2.78220], [-0.77159, 0.32565, 4.35710], [1.50172, 0.47158, 4.68007], [-1.98391, 0.28979, 1.17005], [-2.43917, -0.19824, -0.45964], [-2.86442, -1.43385, -0.78967], [-3.09160, -1.77721, -2.07184], [-2.97462, -0.83246, -3.04340], [-2.70570, 0.47481, -2.60706], [-2.46901, 0.78456, -1.35344], [-2.93114, -2.14572, -0.06555], [-3.36247, -2.80780, -2.24979], [-3.13334, -1.06988, -4.08295], [-2.69873, 1.29932, -3.31135], [-4.57387, -0.08838, 3.32162], [-4.46240, -1.66444, 2.61620], [-5.59258, -2.46772, 2.60740], [-5.52562, -3.75641, 2.10052], [-4.32230, -4.24851, 1.61941], [-3.19866, -3.43450, 1.62717], [-3.24791, -2.12094, 2.10350], [-1.98897, -1.30369, 2.07009], [-6.51660, -2.07866, 3.01229], [-6.41075, -4.37812, 2.10142], [-4.25213, -5.26345, 1.25172], [-2.24523, -3.81887, 1.27636], [-1.15613, -1.88488, 1.67070], [-1.70773, -0.97363, 3.07214], [1.50034, 6.27642, -2.63062], [2.15131, 4.90408, -2.65278], [1.17552, 3.87276, -2.29634], [1.37089, 2.96968, -1.29756], [-0.00031, 2.62130, -0.32629], [2.55567, 2.43730, -1.09506], [3.62542, 2.25218, -2.07268], [4.96165, 2.73494, -1.53636], [2.22054, 7.04240, -2.91693], [1.12441, 6.51066, -1.63435], [0.66721, 6.32432, -3.33510], [2.96923, 4.86425, -1.93345], [2.57329, 4.70565, -3.64100], [0.21058, 4.15886, -2.36476], [2.61609, 1.84462, -0.25071], [3.35486, 2.74343, -3.00460], [3.68434, 1.18010, -2.27336], [4.94940, 3.80784, -1.33675], [5.75272, 2.52551, -2.25717], [5.19434, 2.20812, -0.61096]],
  "nbo_charge": [0.342, -0.653, 0.780, -0.746, -0.082, -0.169, -0.234, -0.198, -0.265, -0.176, -0.172, 0.229, 0.213, 0.205, 0.193, -0.522, 1.350, -0.541, -0.556, -0.525, 0.594, 0.352, -0.520, 0.119, -0.305, 0.164, -0.426, 0.464, 0.236, 0.250, 0.217, 0.041, -0.045, -0.217, -0.186, -0.214, -0.264, -0.011, -0.633, 0.236, 0.224, 0.225, 0.232, 0.262, 0.319, -0.618, -0.218, -0.611, 0.358, -0.046, -0.589, -0.217, -0.617, 0.222, 0.218, 0.203, 0.208, 0.189, 0.401, 0.463, 0.192, 0.219, 0.195, 0.211, 0.247],
  "homo_energy_ev": -7.11,
  "relative_energy_ev": 0.000,
  "homo_lumo_gap_ev": 5.7
}

***

No. 2
{
  "formula": "C17H17FNO6S2",
  "method": "ωB97M-V/def2-TZVPD",
  "species": ["C", "C", "C", "C", "C", "O", "O", "H", "H", "H", "H", "H", "H", "H", "C", "C", "C", "C", "S", "N", "F", "S", "C", "C", "C", "C", "C", "C", "O", "O", "O", "O", "C", "C", "H", "H", "H", "H", "H", "H", "H", "H", "H", "H"],
  "xyz": [[-3.18063, -1.95345, 2.65448], [-2.03232, -1.32143, 3.40038], [-0.69204, -1.50721, 2.67678], [0.51231, -1.52392, 3.62006], [1.65368, -2.33697, 3.08937], [0.53400, -0.89232, 4.65484], [-2.14476, -0.61879, 4.37714], [-2.95199, -2.98663, 2.36577], [-4.06687, -1.95521, 3.30042], [-3.40410, -1.39838, 1.72785], [-0.69244, -2.35741, 1.97719], [1.31193, -3.34924, 2.82273], [2.10491, -1.88662, 2.19222], [2.41828, -2.40627, 3.87021], [-4.07420, 0.34453, -1.71503], [-3.43482, 0.59448, -2.93976], [-2.27973, 1.37798, -2.98550], [-1.77701, 1.91233, -1.79764], [-0.57097, 3.23017, -1.81593], [0.69594, 2.31040, -2.14395], [-0.57360, -0.35096, 1.89504], [2.11639, 2.54779, -1.42930], [2.69197, 0.85450, -1.37272], [2.96916, 0.28114, -0.12314], [3.80604, -0.83670, -0.05614], [4.26450, -1.43803, -1.22953], [3.81574, -0.97507, -2.46915], [3.04184, 0.18830, -2.55018], [3.03280, 3.19651, -2.33395], [2.05199, 2.94258, -0.04340], [-0.92330, 4.05473, -2.94475], [-0.62789, 3.76634, -0.47755], [-2.26449, 1.47425, -0.56412], [-3.46258, 0.75683, -0.52644], [-5.04448, -0.16861, -1.70038], [-3.85713, 0.19689, -3.86216], [-1.79908, 1.60705, -3.92877], [2.58303, 0.75494, 0.77673], [4.11205, -1.22910, 0.91495], [4.97061, -2.26224, -1.18551], [4.08303, -1.49999, -3.38533], [2.75792, 0.59999, -3.51470], [-1.73965, 1.72947, 0.34752], [-3.93405, 0.53332, 0.43136]],
  "nbo_charge": [-0.728, 0.558, 0.015, 0.553, -0.728, -0.472, -0.471, 0.219, 0.233, 0.258, 0.174, 0.221, 0.260, 0.234, -0.238, -0.216, -0.201, -0.304, 2.325, -1.264, -0.328, 2.320, -0.312, -0.147, -0.254, -0.228, -0.228, -0.177, -0.962, -0.956, -0.962, -0.953, -0.138, -0.252, 0.201, 0.201, 0.233, 0.238, 0.200, 0.201, 0.204, 0.234, 0.240, 0.198],
  "homo_energy_ev": -5.46,
  "homo_lumo_gap_ev": 7.6,
  "total_charge": -1
}

***

No. 3
{
  "formula": "C7H25NO6",
  "method": "ωB97M-V/def2-TZVPD",
  "species": ["C", "C", "C", "N", "C", "C", "C", "C", "H", "H", "H", "H", "H", "H", "H", "H", "H", "H", "H", "H", "H", "H", "H", "O", "H", "H", "O", "H", "H", "O", "H", "H", "O", "H", "H", "O", "H", "H", "O"],
  "xyz": [[0.46415, -1.21018, -3.14192], [-0.93776, -0.92806, -2.81055], [-1.22769, 0.60773, -2.61715], [-4.38814, 0.82395, -0.70279], [-3.23775, 0.39199, -1.39232], [-2.05508, 1.05644, -1.42711], [-1.42526, 2.02949, -0.51876], [-1.84652, 3.12925, 0.15021], [1.13064, -1.97861, -2.54056], [0.57067, -1.59265, -4.13403], [1.10420, -0.37092, -3.09082], [-1.21510, -1.39236, -1.89462], [-1.72028, -1.16944, -3.60303], [-1.46616, 1.01021, -3.49322], [-0.07635, 1.02507, -2.54015], [-4.55642, 0.45217, 0.28229], [-4.47082, 1.77325, -0.43598], [-3.30731, -0.53402, -2.06418], [-0.25371, 1.69521, -0.44304], [-2.75627, 3.55444, 0.01681], [-1.24926, 3.73484, 0.76651], [-0.05373, 0.14137, 4.48327], [1.39684, 0.28099, 4.66365], [0.73400, -0.32191, 4.96613], [4.52320, -1.06769, 1.19953], [3.28975, -1.43082, 0.55818], [4.20013, -1.18980, 0.38473], [1.51367, -0.27234, 0.39060], [2.53122, 0.72652, -0.02000], [1.71837, 0.71641, 0.25830], [1.33838, -1.89082, 3.71003], [0.55174, -1.66900, 2.42802], [1.40582, -1.72107, 2.70490], [2.03210, -2.91440, 0.18843], [2.27511, -4.41352, 0.55079], [2.13262, -3.73486, -0.10866], [1.43741, 1.87316, 2.58021], [0.51581, 2.54532, 3.32085], [1.37780, 2.23463, 3.37544]],
  "nbo_charge": [-0.627, -0.419, -0.373, -0.843, 0.015, -0.117, -0.197, -0.409, 0.216, 0.216, 0.208, 0.207, 0.206, 0.199, 0.180, 0.364, 0.369, 0.190, 0.236, 0.179, 0.193, 0.467, 0.488, -0.950, 0.462, 0.449, -0.912, 0.464, 0.467, -0.923, 0.512, 0.458, -0.977, 0.452, 0.485, -0.935, 0.468, 0.459, -0.924],
  "homo_energy_ev": -8.39,
  "smiles": "C=C/C(=C\\N)CCC.O.O.O.O.O.O",
  "relative_energy_ev": 5.142,
  "homo_lumo_gap_ev": 8.3
}

***

No. 4
{
  "formula": "C5H4NO3",
  "method": "ωB97M-V/def2-TZVPD",
  "species": ["C", "C", "C", "C", "C", "N", "O", "O", "O", "H", "H", "H", "H"],
  "xyz": [[0.17718, -1.41985, 0.35034], [0.55926, -0.27328, 0.61147], [-1.36585, 1.31981, 0.35903], [1.72170, 0.51805, 0.48001], [-1.63950, 1.03551, -0.89875], [-0.34464, -2.53805, 0.14565], [2.59925, 0.15469, -0.58372], [2.08503, 1.40495, 1.17327], [-1.38352, 1.68889, 1.45096], [-0.99262, 0.23219, -1.28906], [-2.64077, 1.37547, -1.35524], [2.03575, -0.40488, -1.17237], [-0.81129, -3.09349, 0.72842]],
  "nbo_charge": [0.354, -0.588, 0.736, 0.740, -0.840, -0.864, -0.742, -0.625, -0.500, 0.272, 0.233, 0.472, 0.353],
  "homo_energy_ev": -3.74,
  "relative_energy_ev": 3.189,
  "homo_lumo_gap_ev": 7.6,
  "total_charge": -1
}